[1]
Below is a 7-piece molecular cluster, C44H51N10O6S3 overall in a non-equilibrium geometry, with properties calculated with the ωB97M-V functional and the def2-TZVPD basis.

Structure (XYZ):
```
114
Properties=species:S:1:pos:R:3
C 1.48 0.43 3.81
C 0.86 1.77 4.14
O 1.10 2.31 5.18
O 0.03 2.32 3.18
C -1.21 2.78 3.70
N -1.41 4.24 3.41
C -2.27 4.48 2.23
C -1.41 5.10 1.13
S -1.15 4.22 -0.43
C -0.69 2.50 -0.04
C 0.81 2.14 -0.02
O 1.18 1.29 0.74
O 1.69 2.69 -0.92
C 2.43 3.84 -0.48
C 3.74 3.42 0.22
C 3.55 3.06 1.72
O 4.80 4.38 0.06
C 4.58 5.66 0.49
O 4.15 6.48 -0.27
C 4.96 6.10 1.90
S 4.40 7.80 2.26
N -0.20 5.46 1.91
N -0.02 6.89 1.81
C 0.50 7.26 0.75
S 0.76 7.71 -0.69
C -0.30 4.95 3.16
N 0.67 5.09 4.10
H 2.32 0.58 3.14
H 1.76 -0.06 4.74
H 0.72 -0.20 3.33
H -1.99 2.23 3.16
H -1.34 2.61 4.76
H -3.04 3.76 1.98
H -2.87 5.34 2.57
H -2.00 5.97 0.83
H -1.11 2.24 0.93
H -1.13 1.85 -0.79
H 1.85 4.49 0.18
H 2.67 4.43 -1.36
H 4.09 2.51 -0.27
H 3.42 1.99 1.83
H 4.39 3.40 2.32
H 2.60 3.52 2.04
H 6.04 6.07 2.05
H 4.54 5.46 2.67
H 3.86 7.63 3.49
H 0.56 5.83 4.77
H 1.49 4.51 4.09
N -3.86 0.73 3.45
C -5.01 0.99 2.83
C -6.21 0.36 3.13
C -6.21 -0.59 4.14
C -5.03 -0.87 4.80
C -3.89 -0.19 4.42
H -4.96 1.74 2.04
H -7.11 0.62 2.60
H -7.13 -1.10 4.41
H -4.99 -1.60 5.59
H -2.94 -0.37 4.91
N -1.22 -1.90 3.18
C -0.97 -2.01 1.87
C -1.32 -3.12 1.11
C -1.96 -4.17 1.74
C -2.22 -4.08 3.10
C -1.84 -2.93 3.77
H -0.47 -1.16 1.42
H -1.10 -3.15 0.05
H -2.24 -5.06 1.18
H -2.72 -4.88 3.63
H -2.03 -2.81 4.83
N 2.72 3.67 -4.74
C 2.89 3.38 -6.03
C 2.46 2.21 -6.63
C 1.80 1.27 -5.84
C 1.61 1.55 -4.49
C 2.08 2.76 -4.00
H 3.41 4.14 -6.61
H 2.63 2.03 -7.68
H 1.45 0.34 -6.27
H 1.11 0.85 -3.84
H 1.95 3.02 -2.96
N -0.25 -6.90 1.84
C 0.65 -6.64 2.79
C 1.98 -7.03 2.71
C 2.39 -7.72 1.59
C 1.47 -8.00 0.59
C 0.17 -7.57 0.77
H 0.27 -6.10 3.65
H 2.66 -6.79 3.51
H 3.42 -8.04 1.49
H 1.76 -8.54 -0.30
H -0.59 -7.76 0.01
N -0.33 -5.51 -1.51
C -0.89 -5.25 -2.69
C -0.21 -4.77 -3.79
C 1.15 -4.53 -3.66
C 1.76 -4.79 -2.44
C 0.99 -5.28 -1.40
H -1.96 -5.45 -2.74
H -0.72 -4.58 -4.72
H 1.73 -4.15 -4.49
H 2.82 -4.62 -2.30
H 1.42 -5.50 -0.44
N -2.22 -3.25 -6.49
C -3.05 -4.28 -6.61
C -3.38 -4.87 -7.82
C -2.82 -4.35 -8.98
C -1.95 -3.27 -8.87
C -1.69 -2.76 -7.61
H -3.48 -4.65 -5.68
H -4.06 -5.70 -7.86
H -3.05 -4.77 -9.94
H -1.49 -2.84 -9.75
H -1.01 -1.92 -7.48
```

Calculated values
- Orbital gap: 6.83 eV
- Net charge: +1
- E_LUMO: -4.0329 eV
- HOMO level: -0.399 Eh

***

[2]
Below is C44H51N6O6PPdS2 as an isolated structure in a non-equilibrium geometry, with properties calculated with the ωB97M-V functional and the def2-TZVPD basis.

Structure (XYZ):
```
111
Properties=species:S:1:pos:R:3
Pd -0.65 0.08 -0.18
O 1.69 0.24 0.32
S 2.42 0.61 1.60
C 1.27 1.71 2.45
C 1.35 1.81 3.98
C -0.02 1.91 4.68
C -0.69 0.56 5.03
S -1.68 -0.05 3.69
O -0.75 -0.37 2.55
C -2.19 -1.65 4.31
C -2.35 -2.62 3.33
C -2.78 -3.89 3.70
C -3.04 -4.19 5.03
C -2.88 -3.21 6.00
C -2.46 -1.93 5.65
C 2.44 -0.84 2.61
C 3.35 -0.91 3.66
C 3.38 -2.04 4.47
C 2.52 -3.10 4.19
C 1.66 -3.04 3.11
C 1.62 -1.91 2.30
H 0.31 1.33 2.12
H 1.45 2.66 1.96
H 1.95 2.67 4.26
H 1.86 0.93 4.40
H -0.71 2.51 4.07
H 0.12 2.44 5.61
H -1.39 0.70 5.85
H 0.04 -0.22 5.29
H -2.16 -2.37 2.29
H -2.91 -4.65 2.94
H -3.38 -5.17 5.32
H -3.07 -3.43 7.05
H -2.34 -1.18 6.42
H 4.03 -0.09 3.85
H 4.07 -2.10 5.30
H 2.54 -3.99 4.82
H 1.00 -3.88 2.89
H 0.94 -1.85 1.46
C -3.30 0.29 -2.67
C -4.60 0.10 -1.91
C -5.67 1.02 -2.46
C -5.06 -1.35 -1.95
O -4.47 0.53 -0.53
P -3.37 0.12 0.54
O -2.50 1.30 0.88
O -2.59 -1.11 0.09
O -4.24 -0.38 1.78
C -5.43 0.20 2.37
C -5.37 1.73 2.36
C -6.65 -0.31 1.63
C -5.42 -0.31 3.80
H -3.49 0.24 -3.74
H -2.57 -0.47 -2.41
H -2.87 1.27 -2.44
H -5.93 0.73 -3.48
H -5.32 2.06 -2.47
H -6.57 0.97 -1.85
H -5.13 -1.68 -2.99
H -6.05 -1.45 -1.49
H -4.35 -1.98 -1.42
H -5.37 2.12 1.34
H -4.46 2.07 2.86
H -6.24 2.13 2.88
H -6.65 0.03 0.60
H -7.56 0.04 2.12
H -6.66 -1.41 1.63
H -4.55 0.09 4.34
H -5.35 -1.41 3.80
H -6.33 -0.01 4.32
N -0.52 9.66 -2.29
C -0.47 8.52 -2.14
C -0.41 7.08 -1.95
C 0.45 6.55 -0.99
C 0.49 5.18 -0.79
C -0.32 4.32 -1.54
C -1.16 4.87 -2.51
C -1.20 6.24 -2.72
C -0.32 2.90 -1.30
C -0.31 1.71 -1.09
H 1.07 7.21 -0.40
H 1.15 4.75 -0.05
H -1.78 4.21 -3.11
H -1.86 6.66 -3.47
C 2.57 -2.26 -1.34
C 1.25 -2.88 -1.04
N 0.09 -2.28 -0.94
C -0.86 -3.27 -0.73
C -0.25 -4.48 -0.69
N 1.10 -4.23 -0.89
C 2.15 -5.22 -0.98
N 2.74 -5.26 -2.30
N 4.10 -5.28 -2.37
N 4.45 -5.33 -3.61
C 3.29 -5.34 -4.38
C 3.15 -5.37 -5.77
C 1.87 -5.35 -6.27
C 0.75 -5.30 -5.41
C 0.88 -5.27 -4.04
C 2.19 -5.29 -3.55
H 2.52 -1.19 -1.15
H 2.84 -2.42 -2.39
H 3.37 -2.69 -0.72
H -1.90 -3.03 -0.60
H -0.63 -5.48 -0.55
H 1.71 -6.18 -0.72
H 2.96 -5.00 -0.30
H 4.02 -5.40 -6.41
H 1.72 -5.37 -7.34
H -0.24 -5.29 -5.84
H 0.01 -5.22 -3.39
```

Calculated values
- Orbital gap (alpha / beta): 7.36 / 7.35 eV
- E_LUMO (alpha / beta): -0.6947 / -0.6262 eV
- HOMO level (alpha / beta): -0.296 / -0.293 Eh
- ΔE to the lowest compared entry with this formula, charge and spin: 1.980 eV

***

[3]
Below is C44H51N7O2P2S2Si2Sn as an isolated structure in a non-equilibrium geometry, with properties calculated with the ωB97M-V functional and the def2-TZVPD basis.

Structure (XYZ):
```
111
Properties=species:S:1:pos:R:3
Sn -11.36 0.39 18.29
C -12.33 -2.90 15.19
Si -11.37 -3.03 16.85
C -9.57 -2.66 16.59
C -11.71 -4.66 17.70
N -11.90 -1.89 18.10
P -13.23 -1.78 19.04
C -13.27 -0.08 19.27
P -13.50 1.33 20.15
N -12.06 2.09 19.97
Si -11.57 3.76 20.18
C -11.61 4.65 18.54
C -9.69 3.77 20.74
C -12.78 4.85 21.20
C -13.95 1.11 21.87
C -13.16 1.70 22.91
C -13.48 1.45 24.30
C -14.58 0.66 24.62
C -15.29 0.01 23.54
C -14.93 0.17 22.20
C -14.81 2.26 19.25
C -14.72 2.67 17.91
C -15.81 3.17 17.16
C -17.02 3.48 17.77
C -17.08 3.20 19.13
C -16.06 2.59 19.87
C -14.75 -2.38 18.26
C -15.59 -1.44 17.69
C -16.82 -1.74 17.12
C -17.26 -3.04 17.06
C -16.37 -3.98 17.56
C -15.17 -3.70 18.19
C -13.16 -2.77 20.52
C -14.33 -3.18 21.24
C -14.21 -3.83 22.45
C -12.89 -4.04 22.94
C -11.74 -3.80 22.20
C -11.86 -3.17 20.93
H -12.71 -1.89 15.11
H -11.71 -3.17 14.35
H -13.19 -3.60 15.14
H -8.94 -3.54 16.69
H -9.35 -2.05 15.72
H -9.32 -1.99 17.44
H -11.07 -5.48 17.29
H -11.51 -4.53 18.80
H -12.73 -5.03 17.50
H -11.25 4.01 17.74
H -12.59 5.05 18.26
H -11.01 5.53 18.64
H -9.00 3.85 19.89
H -9.57 4.65 21.39
H -9.58 2.84 21.28
H -13.83 4.85 20.86
H -12.73 4.70 22.28
H -12.48 5.85 20.87
H -12.27 2.25 22.70
H -12.72 1.83 24.99
H -14.95 0.49 25.65
H -16.08 -0.69 23.84
H -15.38 -0.46 21.41
H -13.70 2.62 17.45
H -15.64 3.27 16.08
H -17.83 3.89 17.24
H -17.97 3.46 19.75
H -16.26 2.52 21.00
H -15.27 -0.38 17.72
H -17.33 -0.87 16.66
H -18.14 -3.39 16.52
H -16.67 -5.04 17.53
H -14.58 -4.51 18.64
H -15.35 -2.88 20.83
H -15.09 -4.27 23.00
H -12.73 -4.53 23.86
H -10.75 -4.14 22.48
H -10.95 -2.88 20.36
N -11.90 3.87 13.57
C -13.25 3.48 13.30
C -14.36 4.40 13.32
C -15.60 3.87 13.05
C -15.83 2.51 12.66
C -14.78 1.61 12.83
C -13.49 2.05 13.13
S -12.24 0.89 13.36
N -10.88 1.75 13.74
C -10.82 3.05 13.72
C -9.55 3.79 13.79
C -9.29 4.99 13.03
C -8.08 5.66 13.23
C -7.12 5.03 14.00
C -7.44 3.88 14.71
N -8.64 3.33 14.70
H -11.69 4.88 13.65
H -14.23 5.47 13.51
H -16.46 4.58 13.13
H -16.79 2.29 12.20
H -15.00 0.53 12.68
H -10.07 5.29 12.29
H -7.96 6.63 12.79
H -6.11 5.39 13.95
H -6.72 3.43 15.36
O -7.88 0.92 13.51
O -7.74 0.44 12.37
N -7.94 0.97 16.89
C -7.83 0.33 18.06
N -6.69 -0.33 18.41
S -9.06 0.34 19.27
H -7.29 0.76 16.13
H -8.77 1.48 16.59
H -6.03 -0.59 17.63
H -6.81 -0.96 19.23
```

Calculated values
- Orbital gap (alpha / beta): 4.58 / 4.61 eV
- E_LUMO (alpha / beta): -1.4402 / -1.4077 eV
- HOMO level (alpha / beta): -0.221 / -0.221 Eh
- ΔE to the lowest compared entry with this formula, charge and spin: 0.000 eV

***

[4]
Below is C44H52AsNP2RhSi2 as an isolated structure, with properties calculated with the ωB97M-V functional and the def2-TZVPD basis.

Structure (XYZ):
```
103
Properties=species:S:1:pos:R:3
Rh 0.17 0.12 0.07
N 2.25 0.14 -0.51
C 3.24 0.78 0.30
C 4.27 1.48 -0.32
C 5.26 2.07 0.44
C 5.21 1.96 1.82
C 4.16 1.28 2.43
C 3.15 0.67 1.69
C 2.04 -0.03 2.41
C 2.41 -0.63 3.62
C 1.48 -1.13 4.52
C 0.14 -1.01 4.21
C -0.24 -0.48 2.98
C 0.68 -0.04 2.03
H 2.45 -0.86 -0.60
H 2.30 0.49 -1.46
H 4.29 1.54 -1.40
H 6.06 2.61 -0.04
H 5.97 2.43 2.43
H 4.11 1.27 3.51
H 3.46 -0.70 3.86
H 1.80 -1.59 5.44
H -0.62 -1.35 4.89
H -1.30 -0.46 2.77
C -1.67 2.86 0.70
C -2.46 1.72 1.32
P -2.08 0.16 0.41
C -2.96 -1.15 1.31
C -2.52 -2.47 1.27
C -3.22 -3.46 1.94
C -4.35 -3.14 2.68
C -4.79 -1.82 2.74
C -4.10 -0.83 2.06
C -3.07 0.43 -1.10
C -4.41 0.07 -1.16
C -5.18 0.41 -2.27
C -4.61 1.10 -3.33
C -3.27 1.44 -3.29
C -2.50 1.11 -2.18
P 0.10 2.39 0.37
C 1.00 3.22 1.71
C 0.54 3.08 3.02
C 1.20 3.71 4.06
C 2.32 4.49 3.80
C 2.78 4.64 2.50
C 2.13 3.99 1.46
C 0.54 3.30 -1.14
C 0.87 2.60 -2.30
C 1.17 3.29 -3.47
C 1.12 4.67 -3.49
C 0.79 5.37 -2.33
C 0.50 4.69 -1.16
H -2.11 3.16 -0.25
H -1.66 3.74 1.34
H -3.53 1.92 1.24
H -2.22 1.58 2.37
H -1.63 -2.71 0.71
H -2.87 -4.48 1.90
H -4.88 -3.91 3.22
H -5.67 -1.57 3.32
H -4.46 0.19 2.12
H -4.87 -0.48 -0.35
H -6.22 0.12 -2.31
H -5.21 1.35 -4.20
H -2.81 1.97 -4.11
H -1.45 1.37 -2.17
H -0.33 2.48 3.24
H 0.84 3.59 5.07
H 2.83 4.99 4.61
H 3.65 5.25 2.29
H 2.50 4.11 0.45
H 0.88 1.52 -2.30
H 1.42 2.74 -4.37
H 1.35 5.21 -4.40
H 0.75 6.45 -2.35
H 0.25 5.25 -0.27
C -1.32 -4.91 -2.53
Si -1.23 -3.08 -2.87
C -0.40 -2.74 -4.52
C -2.98 -2.44 -2.91
As 0.13 -1.91 -1.33
Si 1.78 -3.55 -0.88
C 3.22 -2.84 0.11
C 2.48 -4.26 -2.46
C 0.99 -4.85 0.20
H -1.92 -5.37 -3.32
H -1.82 -5.10 -1.58
H -0.35 -5.42 -2.51
H -0.97 -3.24 -5.31
H 0.62 -3.11 -4.55
H -0.39 -1.67 -4.73
H -3.54 -3.02 -3.64
H -3.04 -1.39 -3.20
H -3.47 -2.56 -1.94
H 3.94 -2.30 -0.50
H 3.75 -3.70 0.55
H 2.91 -2.22 0.95
H 2.89 -3.46 -3.09
H 1.76 -4.82 -3.06
H 3.30 -4.94 -2.21
H 0.77 -4.43 1.18
H 1.68 -5.69 0.34
H 0.06 -5.25 -0.21
```

Calculated values
- Orbital gap (alpha / beta): 6.50 / 6.50 eV
- Net charge: +1
- E_LUMO (alpha / beta): -2.8832 / -2.8838 eV
- HOMO level (alpha / beta): -0.345 / -0.345 Eh
- ΔE to the lowest compared entry with this formula, charge and spin: 0.000 eV

***

Q: What is the formula in the second record?
A: C44H51N6O6PPdS2